Molecular formula: C36H108O18S18
Method: DFT, wB97M-V/def2-TZVPD

## Properties
HOMO level ... -8.27 eV
Lowest unoccupied orbital energy ... -0.0116 Ha
Energy above the lowest of the compared OMol25 structures with the same formula, charge and spin ... 0.7 kJ/mol
HOMO-LUMO gap ... 7.96 eV

ORCA input file:
```
! wB97M-V def2-TZVPD RIJCOSX def2/J DEFGRID3
* xyz 0 1
C -2.987 6.004 -3.001
S -2.335 4.957 -4.256
O -1.001 5.549 -4.781
C -1.889 3.534 -3.255
H -3.859 5.516 -2.555
H -3.245 6.929 -3.487
H -2.195 6.090 -2.243
H -1.102 3.731 -2.539
H -1.751 2.717 -4.029
H -2.784 3.200 -2.715
C -5.790 -6.455 -0.956
S -5.782 -6.001 0.735
O -6.426 -7.141 1.411
C -4.034 -6.083 0.911
H -6.826 -6.576 -1.309
H -5.130 -7.282 -1.174
H -5.417 -5.581 -1.528
H -3.723 -5.657 1.863
H -3.638 -5.520 0.050
H -3.688 -7.131 0.885
C 4.427 3.385 4.144
S 5.808 3.723 5.181
O 5.716 5.150 5.487
C 5.210 2.774 6.552
H 3.545 3.821 4.643
H 4.404 2.316 4.209
H 4.547 3.824 3.158
H 4.170 3.021 6.807
H 5.928 2.964 7.313
H 5.134 1.731 6.260
C 1.232 -4.323 1.878
S -0.234 -3.454 2.370
O -1.311 -4.075 1.637
C -0.315 -4.028 4.042
H 2.193 -3.870 2.141
H 1.128 -4.203 0.782
H 1.176 -5.374 2.110
H 0.653 -3.778 4.489
H -0.428 -5.091 4.085
H -1.201 -3.567 4.530
C 2.070 -3.801 -3.119
S 1.507 -2.114 -3.285
O 2.596 -1.252 -2.661
C 1.744 -1.957 -5.074
H 3.068 -3.739 -3.540
H 1.447 -4.554 -3.573
H 2.126 -3.982 -2.011
H 0.919 -2.486 -5.564
H 2.711 -2.416 -5.329
H 1.734 -0.857 -5.253
C -1.136 2.006 -7.045
S -2.385 1.445 -8.137
O -1.593 1.300 -9.386
C -2.756 -0.161 -7.469
H -0.720 2.977 -7.274
H -0.318 1.318 -7.079
H -1.464 1.953 -5.987
H -1.805 -0.703 -7.504
H -3.499 -0.675 -8.077
H -3.152 0.016 -6.456
C 3.749 -1.100 2.884
S 5.117 -0.509 3.855
O 4.641 -0.050 5.229
C 5.866 -2.065 4.107
H 3.287 -1.887 3.482
H 4.164 -1.628 2.058
H 3.121 -0.268 2.670
H 6.538 -2.003 4.959
H 6.265 -2.507 3.196
H 5.144 -2.804 4.445
C -4.130 -0.231 -2.236
S -3.162 -0.341 -3.697
O -3.448 0.959 -4.443
C -1.501 -0.102 -3.129
H -5.179 -0.250 -2.475
H -3.905 0.701 -1.730
H -3.903 -1.085 -1.605
H -1.320 0.899 -2.750
H -0.813 -0.332 -3.966
H -1.309 -0.764 -2.300
C -0.151 1.619 -0.151
S -0.241 0.079 0.818
O -1.192 -0.746 -0.058
C 1.332 -0.561 0.521
H 0.082 1.286 -1.154
H 0.600 2.208 0.342
H -1.077 2.248 -0.127
H 2.069 -0.105 1.166
H 1.481 -0.577 -0.567
H 1.299 -1.636 0.802
C 4.200 -6.621 0.683
S 4.351 -4.932 0.534
O 4.738 -4.346 1.830
C 5.752 -4.865 -0.463
H 4.414 -7.000 -0.293
H 3.162 -6.860 0.906
H 4.794 -7.099 1.452
H 5.988 -3.889 -0.840
H 5.614 -5.462 -1.364
H 6.619 -5.305 -0.017
C -5.834 2.083 6.000
S -5.380 2.337 4.321
O -4.879 3.743 4.257
C -3.903 1.340 4.249
H -6.908 2.371 6.120
H -5.153 2.740 6.504
H -5.729 1.057 6.337
H -3.443 1.492 3.304
H -4.182 0.252 4.242
H -3.296 1.648 5.072
C -1.988 -3.760 -1.892
S -1.245 -5.094 -2.879
O -1.606 -6.329 -2.141
C -2.285 -4.885 -4.317
H -2.969 -4.144 -1.597
H -1.952 -2.850 -2.415
H -1.393 -3.621 -0.997
H -3.296 -5.226 -4.011
H -2.029 -5.599 -5.105
H -2.395 -3.873 -4.700
C 5.914 0.327 0.115
S 4.768 1.548 0.604
O 5.400 2.881 0.741
C 3.967 1.503 -1.072
H 6.419 0.688 -0.757
H 5.371 -0.591 -0.127
H 6.667 0.084 0.842
H 3.271 2.323 -1.033
H 3.384 0.607 -1.243
H 4.701 1.662 -1.841
C 0.478 -0.312 4.787
S 0.400 1.355 4.081
O 1.355 1.349 2.933
C 1.327 2.123 5.398
H 1.518 -0.399 5.087
H 0.137 -1.066 4.105
H -0.195 -0.276 5.677
H 2.372 1.769 5.330
H 0.891 1.883 6.394
H 1.210 3.197 5.198
C 1.994 4.153 -4.600
S 1.440 2.587 -3.967
O 1.470 2.767 -2.447
C 2.875 1.546 -4.376
H 2.645 4.027 -5.480
H 2.639 4.683 -3.934
H 1.084 4.729 -4.791
H 3.825 2.012 -4.196
H 2.728 1.365 -5.415
H 2.688 0.664 -3.775
C -5.033 4.617 0.852
S -3.913 3.295 1.088
O -3.277 2.922 -0.207
C -2.736 4.156 2.005
H -4.671 5.294 0.093
H -5.010 5.058 1.840
H -6.041 4.269 0.618
H -3.084 4.077 3.054
H -2.496 5.193 1.804
H -1.766 3.647 1.900
C 1.441 6.709 -1.002
S 1.579 6.378 0.728
O 0.328 5.716 1.188
C 2.887 5.110 0.727
H 0.987 5.928 -1.618
H 2.446 6.880 -1.354
H 0.857 7.618 -1.180
H 2.749 4.375 -0.103
H 2.736 4.586 1.640
H 3.798 5.606 0.513
C -5.920 -0.960 1.800
S -4.988 -2.425 1.265
O -5.034 -2.435 -0.208
C -3.400 -1.742 1.803
H -5.682 -0.063 1.232
H -5.691 -0.749 2.849
H -6.970 -1.158 1.709
H -3.443 -1.724 2.889
H -3.212 -0.761 1.448
H -2.649 -2.430 1.434
*
```